Entry 1:
# C17H31LuN2S

C17H31LuN2S as an isolated structure (ωB97M-V with the def2-TZVPD basis set, the OMol25 dataset).

```
52
Properties=species:S:1:pos:R:3:lowdin_charge:R:1
C -0.38 -0.48 -3.19 -0.1667
H -1.13 -0.76 -3.95 0.1186
H -0.23 0.61 -3.31 0.0849
H -0.92 -0.74 -2.24 -0.0280
C 0.87 -1.32 -3.41 -0.3186
H 1.71 -0.98 -2.77 0.0869
H 0.66 -2.35 -3.09 0.1169
C 1.33 -1.38 -4.87 -0.0811
H 2.23 -2.00 -4.98 0.0896
H 0.55 -1.82 -5.51 0.0926
H 1.57 -0.39 -5.28 0.0861
C 0.88 1.31 1.38 -0.3466
C 2.05 1.18 0.56 -0.3286
C 1.85 1.95 -0.64 -0.3231
C 0.56 2.57 -0.55 -0.3264
C -0.03 2.20 0.71 -0.3417
C -1.27 2.76 1.31 -0.0384
C -0.08 3.42 -1.59 -0.0088
C 2.82 2.07 -1.76 -0.0115
C 3.32 0.53 0.99 -0.0143
C 0.77 0.88 2.81 -0.0228
Lu 0.21 0.26 -0.64 1.6050
H -1.16 3.52 -1.41 0.0889
H 0.35 4.44 -1.61 0.1181
H 0.06 2.98 -2.59 0.0807
H -1.96 3.11 0.53 0.0819
H -1.79 2.00 1.91 0.0691
H -1.04 3.62 1.96 0.1175
H 1.36 -0.03 3.01 0.0823
H 1.16 1.68 3.47 0.1209
H -0.26 0.68 3.11 0.0795
H 3.92 0.22 0.13 0.0827
H 3.92 1.22 1.59 0.1209
H 3.12 -0.36 1.61 0.0846
H 2.32 1.95 -2.73 0.0848
H 3.31 3.06 -1.76 0.1173
H 3.61 1.31 -1.67 0.0853
S -2.33 -0.22 -0.09 0.6903
C -2.23 -1.35 1.23 -0.7197
N -1.07 -1.90 1.66 0.0065
C -1.08 -2.67 2.92 -0.1523
C -2.24 -3.65 2.86 -0.1441
C -3.54 -2.90 2.69 -0.1382
N -3.38 -1.74 1.81 0.0499
H -0.22 -1.34 1.50 0.0929
H -1.20 -1.98 3.77 0.1384
H -0.12 -3.17 3.01 0.1357
H -2.28 -4.22 3.80 0.1399
H -2.11 -4.35 2.01 0.1351
H -3.90 -2.53 3.66 0.1375
H -4.33 -3.53 2.28 0.1410
H -4.22 -1.37 1.38 0.1485
```

2S+1: 1
gap between HOMO and LUMO: 7.78 eV
LUMO level: -7.313 eV
energy relative to the best compared isomer or geometry (same formula, charge and spin): 0.0 kcal/mol
highest occupied orbital energy: -15.0958 eV
charge: +2
E: -65554.7786 eV

Entry 2:
# C4H7NO

A 2-piece molecular cluster, C4H7NO overall (ωB97M-V with the def2-TZVPD basis set, the OMol25 dataset).

```
13
Properties=species:S:1:pos:R:3:lowdin_charge:R:1
O -2.56 0.36 -0.11 -0.0637
N -1.90 -0.50 0.42 0.0050
C -0.51 -0.43 0.13 -0.2752
C 0.29 0.37 -0.59 -0.0022
C 1.54 -0.35 -0.14 -0.1491
C 0.59 -1.35 0.60 -0.1203
H 0.13 1.19 -1.28 0.0885
H 2.17 -0.77 -0.93 0.1076
H 2.17 0.23 0.55 0.1115
H 0.56 -2.33 0.12 0.1103
H 0.73 -1.47 1.68 0.1075
H -1.84 2.41 -0.26 0.0355
H -1.21 2.81 -0.35 0.0447
```

2S+1: 1
gap between HOMO and LUMO (spin up / spin down): 8.38 / 8.38 eV
LUMO level (spin up / spin down): -0.753 / -0.753 eV
energy relative to the best compared isomer or geometry (same formula, charge and spin): 128.0 kcal/mol
highest occupied orbital energy (spin up / spin down): -9.1343 / -9.1352 eV
E: -7794.0947 eV

Entry 3:
# C5H10N3

A 2-piece molecular cluster, C5H10N3 overall (ωB97M-V with the def2-TZVPD basis set, the OMol25 dataset).

```
18
Properties=species:S:1:pos:R:3:lowdin_charge:R:1
C 1.63 0.02 0.81 -0.0448
C -0.40 0.01 1.44 -0.3109
C -1.51 0.11 2.20 0.1632
C 1.57 0.37 -1.61 0.0255
C -1.27 -0.80 -0.84 -0.0148
N 0.88 0.01 1.89 0.1515
N 0.90 -0.09 -0.40 -0.1968
N -0.40 0.07 -0.10 -0.0747
H 2.73 0.25 0.79 0.1676
H -2.52 0.37 1.95 0.0833
H -1.42 0.05 3.27 0.0887
H 1.25 1.44 -1.56 0.1057
H 2.57 0.21 -1.32 0.0721
H 1.22 -0.31 -2.50 0.1425
H -2.29 -0.56 -0.84 0.0956
H -1.07 -0.87 -1.89 0.1003
H -1.19 -1.82 -0.65 0.1030
H -0.68 1.55 -0.62 0.3430
```

2S+1: 1
gap between HOMO and LUMO (spin up / spin down): 7.47 / 7.48 eV
LUMO level (spin up / spin down): -5.732 / -5.730 eV
energy relative to the best compared isomer or geometry (same formula, charge and spin): 145.7 kcal/mol
highest occupied orbital energy (spin up / spin down): -13.2052 / -13.2062 eV
charge: +1
E: -9805.4289 eV

Entry 4:
# C3H5NO2

One molecule with the formula C3H5NO2 (ωB97M-V with the def2-TZVPD basis set, the OMol25 dataset).

```
11
Properties=species:S:1:pos:R:3:lowdin_charge:R:1
N 1.25 -0.85 0.87 0.2126
C 0.84 0.29 0.38 -0.5301
O 1.29 1.36 0.76 0.0815
C -0.26 0.53 -0.59 -0.4082
C -1.40 -0.29 -0.74 0.1186
O -0.65 1.74 0.18 0.0053
H 0.69 -1.62 0.57 0.1024
H 1.93 -0.97 1.61 0.1323
H 0.13 0.91 -1.53 0.1460
H -2.01 -0.31 -1.64 0.0699
H -1.81 -0.81 0.12 0.0697
```

2S+1: 1
gap between HOMO and LUMO (spin up / spin down): 9.12 / 8.92 eV
LUMO level (spin up / spin down): -0.818 / -0.204 eV
energy relative to the best compared isomer or geometry (same formula, charge and spin): 119.5 kcal/mol
highest occupied orbital energy (spin up / spin down): -9.9379 / -9.1214 eV
E: -8772.5133 eV

Entry 5:
# C19H26N2O3

One molecule with the formula C19H26N2O3 (ωB97M-V with the def2-TZVPD basis set, the OMol25 dataset).

```
50
Properties=species:S:1:pos:R:3:lowdin_charge:R:1
C 3.97 -4.55 -2.39 -0.0626
C 4.30 -3.16 -1.87 -0.2171
O 3.19 -2.71 -1.08 0.0017
C 3.31 -1.50 -0.53 -0.4694
O 4.28 -0.80 -0.67 0.1160
C 2.07 -1.18 0.29 -0.1510
C 1.70 0.28 0.20 -0.2708
C 2.65 1.30 0.74 -0.0032
N 0.56 0.49 -0.33 0.0941
N 0.03 1.71 -0.48 0.0645
C -1.19 1.93 -1.05 -0.4312
O -1.62 3.06 -1.14 0.0757
C -1.89 0.71 -1.52 -0.1409
C -3.14 0.86 -2.33 -0.0466
C -3.26 0.36 -0.93 -0.1723
C -3.82 1.15 0.19 -0.1926
C -4.24 2.47 0.07 -0.0342
C -4.75 3.15 1.17 -0.0766
C -4.84 2.52 2.40 -0.0981
C -4.44 1.21 2.53 -0.0930
C -3.93 0.53 1.43 -0.0419
C 2.23 -1.68 1.75 -0.3571
C 3.66 -1.59 2.28 -0.0561
C 1.74 -3.13 1.85 -0.0636
H 3.82 -5.24 -1.57 0.0764
H 4.80 -4.91 -3.00 0.0778
H 3.07 -4.52 -2.99 0.0780
H 4.46 -2.45 -2.69 0.1288
H 5.20 -3.17 -1.24 0.1286
H 1.24 -1.74 -0.17 0.1438
H 2.44 2.30 0.35 0.0713
H 3.66 1.03 0.45 0.0744
H 2.60 1.34 1.83 0.0934
H 0.52 2.55 -0.15 0.1470
H -1.22 -0.13 -1.71 0.1247
H -3.31 0.16 -3.14 0.1067
H -3.44 1.87 -2.55 0.1022
H -3.42 -0.70 -0.81 0.1399
H -4.17 2.98 -0.87 0.1028
H -5.06 4.17 1.06 0.1028
H -5.24 3.06 3.25 0.0979
H -4.51 0.71 3.48 0.0989
H -3.61 -0.50 1.54 0.1095
H 1.58 -1.06 2.38 0.1408
H 3.67 -1.82 3.34 0.0840
H 4.07 -0.60 2.13 0.0703
H 4.30 -2.30 1.77 0.0872
H 0.69 -3.20 1.60 0.0822
H 1.88 -3.51 2.86 0.0798
H 2.30 -3.76 1.16 0.0767
```

2S+1: 1
gap between HOMO and LUMO: 9.29 eV
LUMO level: 0.678 eV
energy relative to the best compared isomer or geometry (same formula, charge and spin): 56.0 kcal/mol
highest occupied orbital energy: -8.6126 eV
E: -29247.1814 eV

Entry 6:
# C4H15N3O

A 2-piece molecular cluster, C4H15N3O overall (ωB97M-V with the def2-TZVPD basis set, the OMol25 dataset).

```
23
Properties=species:S:1:pos:R:3:mulliken_spin:R:1
C -0.31 -1.34 0.90 0.0039
N -0.32 -0.57 2.16 0.0006
C 0.65 -0.82 -0.12 -0.0038
C 0.95 -1.87 -1.19 -0.0037
N -0.10 0.37 -0.73 0.0932
C 0.82 1.40 -1.22 0.0015
N 1.08 2.49 -0.28 0.8725
H -0.23 -2.39 1.22 0.0015
H -1.28 -1.30 0.38 0.0041
H -1.10 -0.71 2.78 -0.0001
H -0.43 0.42 1.95 0.0011
H 1.59 -0.37 0.24 0.0038
H 1.32 -2.84 -0.85 0.0000
H -0.01 -2.11 -1.64 0.0003
H 1.54 -1.40 -1.98 -0.0011
H -0.55 0.00 -1.56 -0.0018
H 0.47 1.78 -2.18 0.0021
H 1.83 0.97 -1.38 0.0666
H 0.79 3.42 -0.57 -0.0216
H 1.28 2.28 0.70 -0.0195
H -2.09 0.53 0.71 -0.0008
H -2.88 1.28 1.75 -0.0011
O -3.00 0.80 0.92 0.0023
```

2S+1: 2
gap between HOMO and LUMO (spin up / spin down): 9.36 / 4.12 eV
LUMO level (spin up / spin down): -3.639 / -8.852 eV
energy relative to the best compared isomer or geometry (same formula, charge and spin): 33.6 kcal/mol
highest occupied orbital energy (spin up / spin down): -12.9958 / -12.9764 eV
charge: +1
E: -10899.3179 eV